[1]
Below is a cluster of 9 separate species, C18H54O13 in total in a non-equilibrium geometry, with properties calculated with the ωB97M-V functional and the def2-TZVPD basis.

HOMO energy: -9.457 eV
strongest force on any atom: 4.56 eV/Å
lowest unoccupied orbital energy: 0.0121 Ha
relative energy (zero: lowest compared OMol25 entry of this formula, charge and spin): 123.4 kcal/mol
DFT total energy: -1696.0370 hartree
SMILES: OCCO.OCCO.OCCO.OCCO.CCO.CCO.CCO.CCO.CCO
Kohn-Sham gap: 9.786 eV

CARTESIAN COORDINATES (ANGSTROEM)
O: 0.309 -4.332 1.096
C: 0.017 -3.848 2.361
C: -0.709 -4.874 3.153
O: -1.232 -4.386 4.356
H: -0.436 -3.997 0.576
H: 0.998 -3.654 2.827
H: -0.574 -2.961 2.252
H: -0.003 -5.591 3.545
H: -1.450 -5.424 2.575
H: -2.103 -4.616 4.251
O: 1.595 3.324 4.848
C: 0.536 2.772 4.141
C: 1.078 2.601 2.866
O: 0.167 1.766 2.181
H: 1.135 3.730 5.574
H: 0.410 1.845 4.687
H: -0.283 3.433 3.964
H: 2.065 2.133 2.875
H: 1.207 3.553 2.403
H: -0.666 2.035 2.411
O: -2.925 -2.276 2.265
C: -2.905 -1.548 3.525
C: -2.001 -0.402 3.318
O: -1.861 0.319 4.475
H: -3.317 -3.117 2.519
H: -3.832 -1.191 3.890
H: -2.492 -2.305 4.318
H: -2.385 0.086 2.424
H: -0.989 -0.745 2.911
H: -0.983 0.155 4.881
O: -1.905 3.039 -1.774
C: -1.838 1.615 -1.615
C: -2.340 1.281 -0.287
O: -3.547 1.932 -0.181
H: -1.130 3.456 -1.333
H: -2.546 1.109 -2.375
H: -0.802 1.393 -1.874
H: -1.663 1.723 0.483
H: -2.544 0.275 -0.067
H: -3.446 2.852 -0.436
C: 2.375 1.810 -3.519
C: 1.337 2.572 -4.193
O: 1.523 2.478 -5.562
H: 2.181 1.963 -2.447
H: 3.332 2.188 -3.749
H: 2.136 0.721 -3.715
H: 1.515 3.613 -3.910
H: 0.255 2.347 -4.005
H: 1.133 3.293 -5.943
C: 4.325 2.153 1.175
C: 4.357 3.189 0.236
O: 3.136 3.918 0.430
H: 4.279 2.490 2.242
H: 5.099 1.416 1.093
H: 3.352 1.726 1.111
H: 4.518 2.805 -0.769
H: 5.082 3.938 0.438
H: 3.318 4.838 0.355
C: 1.493 -0.607 -1.179
C: 1.458 -0.627 0.287
O: 0.042 -0.688 0.610
H: 1.432 -1.626 -1.382
H: 2.406 -0.236 -1.580
H: 0.736 0.066 -1.701
H: 1.927 0.246 0.739
H: 2.100 -1.475 0.587
H: -0.185 0.145 1.089
C: 0.548 -1.907 -4.645
C: -0.264 -0.736 -5.127
O: -0.674 -0.231 -3.873
H: 0.689 -2.597 -5.530
H: -0.036 -2.428 -3.952
H: 1.440 -1.446 -4.216
H: -1.044 -0.906 -5.795
H: 0.318 -0.026 -5.653
H: -0.967 -0.951 -3.297
C: -2.918 -2.988 -2.071
C: -2.253 -2.404 -0.906
O: -1.386 -1.490 -1.446
H: -3.431 -2.244 -2.584
H: -3.700 -3.563 -1.632
H: -2.255 -3.596 -2.708
H: -1.668 -3.152 -0.385
H: -2.878 -1.982 -0.175
H: -0.788 -1.170 -0.754

---

[2]
Below is a cluster of 9 separate species, C18H54O9 in total in a non-equilibrium geometry, with properties calculated with the ωB97M-V functional and the def2-TZVPD basis.

HOMO energy: -9.630 eV
strongest force on any atom: 3.16 eV/Å
lowest unoccupied orbital energy: 0.0269 Ha
relative energy (zero: lowest compared OMol25 entry of this formula, charge and spin): 86.4 kcal/mol
DFT total energy: -1395.2291 hartree
SMILES: CCO.CCO.CCO.CCO.CCO.CCO.CCO.CCO.CCO
Kohn-Sham gap: 10.362 eV

CARTESIAN COORDINATES (ANGSTROEM)
C: -1.573 1.810 -3.319
C: -1.126 3.043 -2.564
O: -0.038 2.848 -1.611
H: -1.331 0.948 -2.669
H: -0.993 1.633 -4.270
H: -2.589 1.818 -3.607
H: -1.884 3.415 -1.877
H: -0.800 3.900 -3.141
H: 0.804 2.538 -1.918
C: -4.471 2.704 -0.603
C: -3.635 1.468 -0.612
O: -4.172 0.305 -0.007
H: -3.850 3.519 -1.009
H: -4.707 3.059 0.432
H: -5.481 2.620 -1.098
H: -2.629 1.630 -0.256
H: -3.488 1.270 -1.652
H: -3.693 0.206 0.871
C: -2.349 0.468 4.845
C: -3.297 0.633 3.699
O: -2.918 -0.003 2.453
H: -2.202 -0.511 5.383
H: -2.770 1.035 5.692
H: -1.371 0.817 4.646
H: -3.332 1.696 3.470
H: -4.277 0.356 3.969
H: -2.755 -0.980 2.502
C: -0.121 -0.888 1.336
C: -0.063 0.481 0.667
O: 0.349 0.364 -0.665
H: -0.516 -0.739 2.348
H: 0.933 -1.261 1.447
H: -0.676 -1.588 0.710
H: 0.626 1.110 1.245
H: -1.055 0.983 0.675
H: 0.314 1.265 -1.048
C: 3.692 -2.656 0.465
C: 3.808 -1.462 -0.517
O: 2.839 -0.414 -0.287
H: 4.345 -3.493 0.150
H: 2.644 -2.921 0.515
H: 4.045 -2.334 1.446
H: 3.748 -1.676 -1.577
H: 4.757 -0.967 -0.393
H: 2.101 -0.449 -0.907
C: -1.227 -2.384 -3.485
C: 0.282 -2.162 -3.591
O: 0.825 -1.853 -2.307
H: -1.614 -2.779 -4.466
H: -1.761 -1.427 -3.354
H: -1.468 -3.105 -2.750
H: 0.496 -1.328 -4.269
H: 0.922 -3.023 -3.979
H: 0.290 -1.201 -1.843
C: 3.180 0.625 -3.664
C: 2.715 2.015 -3.288
O: 2.455 2.082 -1.872
H: 3.424 0.651 -4.768
H: 2.417 -0.077 -3.282
H: 4.104 0.509 -3.067
H: 1.884 2.348 -3.872
H: 3.606 2.711 -3.458
H: 2.918 1.381 -1.361
C: -1.358 -4.277 2.321
C: -2.576 -3.893 1.460
O: -3.261 -2.806 2.083
H: -1.217 -3.409 3.054
H: -0.412 -4.332 1.737
H: -1.404 -5.190 2.915
H: -3.278 -4.719 1.272
H: -2.255 -3.582 0.460
H: -4.079 -2.699 1.565
C: 3.992 1.089 2.546
C: 4.256 2.355 3.291
O: 3.594 2.094 4.574
H: 2.906 1.068 2.383
H: 4.262 0.225 3.219
H: 4.516 1.061 1.560
H: 3.862 3.193 2.790
H: 5.331 2.534 3.512
H: 2.830 2.706 4.576